1.
# C4H8O3

3 unconnected molecules or ions with the total composition C4H8O3 in a non-equilibrium geometry (ωB97M-V/def2-TZVPD, the OMol25 dataset).

Atoms and positions in Å:
C 0.60 1.17 -0.81
C -0.48 0.66 0.09
O -0.48 1.28 1.31
C -1.39 -0.26 -0.25
O -1.48 -0.76 -1.53
C 1.10 -2.28 -0.14
O 0.45 -2.83 -0.90
H 1.57 1.08 -0.30
H 0.62 0.60 -1.74
H 0.45 2.23 -1.04
H 1.59 0.43 2.21
H -1.24 0.97 1.82
H -2.15 -0.60 0.47
H -1.39 -1.72 -1.49
H 2.22 0.04 2.29

Results
HOMO	-8.48	eV
HOMO-LUMO gap	9.329	eV
E_LUMO	0.9	eV
energy above the lowest of the compared OMol25 structures with the same formula, charge and spin	2.906	eV
charge	0
DFT total energy	-10418.09801	eV

Results of the Mulliken charge analysis, in e, for atoms 1 through 8:
1. C -1.103
2. C 0.843
3. O -0.465
4. C -0.525
5. O -0.472
6. C 0.192
7. O -0.217
8. H 0.298

2.
# C12H20F12N2O12S4Zn

A molecular structure, C12H20F12N2O12S4Zn in a non-equilibrium geometry (ωB97M-V/def2-TZVPD, the OMol25 dataset).

Atoms and positions in Å:
Zn -0.40 0.41 1.74
C 3.17 2.28 2.38
F 4.45 2.38 2.05
F 2.99 1.18 3.14
F 2.66 3.35 2.96
S 2.08 1.92 0.74
O 2.47 2.88 -0.37
O 2.06 0.49 0.37
N 0.41 2.09 1.33
S 0.10 3.59 1.13
O -1.07 3.80 1.97
O 1.15 4.55 1.20
C -0.55 3.85 -0.73
F -0.11 5.04 -1.15
F -0.07 2.81 -1.53
F -1.93 3.90 -0.81
C -2.58 -2.42 0.11
F -2.84 -3.05 -1.01
F -3.35 -1.41 0.11
F -2.86 -3.16 1.18
S -0.75 -1.94 0.18
O 0.02 -3.01 -0.50
O -0.60 -0.59 -0.41
N -0.51 -1.52 1.92
S 0.16 -2.87 2.42
O -0.63 -4.07 2.27
O 1.55 -3.12 2.16
C -0.04 -2.55 4.33
F -0.05 -3.80 4.96
F 0.93 -1.72 4.79
F -1.29 -2.01 4.50
C 0.00 1.76 4.60
O -0.77 0.95 3.64
C -2.17 0.95 3.81
C -2.88 0.17 2.69
O -2.47 0.69 1.49
C -3.38 1.69 1.00
H -0.13 1.52 5.66
H -0.23 2.82 4.51
H 1.07 1.57 4.56
H -2.49 1.98 3.95
H -2.32 0.61 4.84
H -3.94 0.31 2.92
H -2.69 -0.90 2.64
H -4.42 1.38 0.92
H -3.04 2.10 0.05
H -3.41 2.53 1.70
C 1.36 -0.81 -3.03
O 1.77 -1.55 -4.21
C 1.71 -0.79 -5.42
C 2.35 -1.60 -6.56
O 1.54 -2.72 -6.75
C 1.88 -3.53 -7.80
H 0.28 -0.65 -2.97
H 1.83 0.07 -2.60
H 1.54 -1.57 -2.27
H 2.27 0.14 -5.26
H 0.69 -0.47 -5.63
H 3.37 -1.83 -6.24
H 2.25 -0.83 -7.33
H 1.81 -3.03 -8.76
H 1.14 -4.33 -7.84
H 2.89 -3.93 -7.75

Results
HOMO	-9.30	eV
HOMO-LUMO gap	9.150	eV
E_LUMO	-0.1	eV
energy above the lowest of the compared OMol25 structures with the same formula, charge and spin	0.000	eV
charge	0
DFT total energy	-164679.52050	eV

Results of the Mulliken charge analysis, in e, for atoms 1 through 8:
1. Zn -0.398
2. C 0.685
3. F -0.184
4. F -0.194
5. F -0.154
6. S 0.664
7. O -0.508
8. O -0.505

3.
# C19H23N5O3

C19H23N5O3 in the gas phase in a non-equilibrium geometry (ωB97M-V/def2-TZVPD, the OMol25 dataset).

Atoms and positions in Å:
C -3.68 -4.61 3.55
C -3.82 -3.58 2.44
O -4.81 -2.92 2.43
N -2.85 -3.31 1.48
C -3.27 -2.31 0.42
C -2.29 -2.34 -0.82
C -0.84 -2.15 -0.41
C 0.08 -1.94 -1.59
N 0.60 -3.03 -2.16
C 1.36 -2.75 -3.18
C 1.77 -1.49 -3.64
N 1.47 -0.39 -2.97
C 0.52 -0.54 -1.97
O 0.07 0.52 -1.29
C 0.52 1.85 -1.71
C -0.34 3.00 -1.28
N 0.78 3.48 -0.58
C 1.10 4.80 -0.21
O 0.31 5.71 -0.42
C 2.34 5.05 0.52
C 2.64 6.26 1.18
C 3.99 6.03 1.75
C 4.54 4.86 1.29
N 3.48 4.18 0.72
C 1.63 2.39 -0.94
C -0.46 -3.37 0.48
C -1.47 -3.49 1.71
H -4.46 -4.58 4.35
H -2.71 -4.35 4.09
H -3.60 -5.63 3.06
H -4.24 -2.53 0.09
H -3.41 -1.37 0.83
H -2.62 -1.49 -1.48
H -2.23 -3.27 -1.43
H -0.75 -1.26 0.07
H 1.83 -3.61 -3.58
H 2.45 -1.42 -4.44
H 0.74 1.87 -2.84
H -0.83 3.61 -2.10
H -1.22 2.65 -0.67
H 2.09 7.23 1.21
H 4.53 6.88 2.22
H 5.57 4.58 1.55
H 3.47 3.17 0.53
H 1.92 1.67 -0.16
H 2.48 2.71 -1.58
H 0.55 -3.08 0.91
H -0.41 -4.37 -0.05
H -1.18 -2.79 2.51
H -1.33 -4.52 2.10

Results
HOMO	-8.81	eV
HOMO-LUMO gap	9.153	eV
E_LUMO	0.3	eV
energy above the lowest of the compared OMol25 structures with the same formula, charge and spin	5.107	eV
SMILES	CC(=O)N1CCC(c2nccnc2OC2CN(C(=O)c3ccc[nH]3)C2)CC1
charge	0
DFT total energy	-33666.10829	eV

Results of the Mulliken charge analysis, in e, for atoms 1 through 8:
1. C -1.048
2. C 0.633
3. O -0.610
4. N 0.110
5. C -0.967
6. C -0.677
7. C 0.225
8. C -0.146

4.
# C21H26N

A gas-phase ion, C21H26N (charge +1) in a non-equilibrium geometry (ωB97M-V/def2-TZVPD, the OMol25 dataset).

Atoms and positions in Å:
C -4.61 4.29 1.21
C -3.09 4.27 1.09
C -2.43 3.98 2.44
C -0.91 4.13 2.42
C -0.18 3.18 1.48
C -0.37 1.71 1.86
C 0.58 0.76 1.13
C 0.27 0.69 -0.37
N 1.20 -0.20 -1.05
C 2.26 0.35 -1.64
C 3.23 -0.41 -2.27
C 3.08 -1.78 -2.30
C 1.98 -2.39 -1.69
C 1.79 -3.82 -1.70
C 2.67 -4.71 -2.33
C 2.45 -6.07 -2.31
C 1.34 -6.60 -1.65
C 0.45 -5.76 -1.03
C 0.65 -4.37 -1.04
C -0.26 -3.49 -0.41
C -0.10 -2.14 -0.40
C 1.02 -1.55 -1.04
H -5.07 4.48 0.24
H -4.93 5.07 1.90
H -4.98 3.34 1.58
H -2.74 5.23 0.72
H -2.80 3.50 0.36
H -2.83 4.69 3.17
H -2.71 2.98 2.78
H -0.53 3.98 3.44
H -0.66 5.16 2.13
H -0.53 3.35 0.46
H 0.89 3.41 1.51
H -1.40 1.41 1.66
H -0.19 1.60 2.93
H 0.51 -0.24 1.56
H 1.61 1.11 1.26
H -0.75 0.37 -0.54
H 0.38 1.69 -0.81
H 2.34 1.43 -1.60
H 4.07 0.07 -2.73
H 3.83 -2.37 -2.79
H 3.54 -4.34 -2.85
H 3.15 -6.73 -2.80
H 1.18 -7.66 -1.64
H -0.42 -6.15 -0.52
H -1.12 -3.93 0.09
H -0.83 -1.54 0.10

Results
HOMO	-12.03	eV
HOMO-LUMO gap	7.773	eV
E_LUMO	-4.3	eV
energy above the lowest of the compared OMol25 structures with the same formula, charge and spin	0.023	eV
SMILES	CCCCCCCC[n+]1cccc2c3ccccc3ccc21
charge	+1
DFT total energy	-23684.23708	eV

Results of the Mulliken charge analysis, in e, for atoms 1 through 8:
1. C -1.387
2. C -0.085
3. C -0.592
4. C -1.037
5. C -0.455
6. C -0.611
7. C -0.300
8. C -1.415